(1)
The following is a DFT calculation (wB97M-V/def2-TZVPD) of a 10-piece molecular cluster, C36H42Cl6F40O7 overall in a non-equilibrium geometry.

The geometry in XYZ format:
```
131
Properties=species:S:1:pos:R:3:forces:R:3:lowdin_charge:R:1
C 25.173 15.929 7.306 -0.809 -0.536 -0.179 -0.08
C 26.088 16.021 6.102 0.588 0.812 -0.169 -0.42
C 25.345 16.586 4.867 -0.544 -0.250 -0.394 -0.27
F 24.430 17.523 5.238 0.283 -0.095 0.166 0.07
F 26.166 17.167 3.958 0.213 -0.144 0.438 0.09
F 27.148 16.834 6.392 -0.128 -0.103 -0.076 0.09
F 26.615 14.822 5.745 -0.158 0.095 0.025 0.12
O 25.769 15.268 8.400 0.941 -0.780 0.306 0.04
C 25.354 13.980 8.645 -1.272 1.280 -0.574 -0.53
C 26.201 13.347 9.726 1.353 -0.431 0.903 -0.28
F 26.112 14.075 10.868 -0.308 -0.187 -0.299 0.10
F 25.823 12.068 9.981 -0.492 0.458 -0.142 0.10
F 24.039 14.045 9.019 0.267 -0.446 0.106 0.13
F 25.379 13.221 7.531 0.144 -0.161 0.093 0.15
H 24.270 15.393 7.002 -0.043 0.127 -0.054 0.14
H 24.885 16.926 7.625 0.153 0.061 -0.049 0.12
H 24.811 15.778 4.357 0.033 -0.023 0.099 0.17
H 27.262 13.285 9.460 -0.184 0.323 -0.317 0.18
C 22.369 27.718 2.531 -0.306 -0.153 0.231 -0.04
C 23.184 26.662 3.303 -0.895 0.921 0.477 -0.43
C 22.793 25.239 2.869 1.589 -0.358 -1.053 -0.29
F 23.171 24.281 3.752 -0.294 0.394 0.370 0.09
F 21.476 25.106 2.606 0.132 0.195 0.375 0.11
F 24.513 26.883 3.157 -0.237 -0.662 -0.066 0.12
F 22.902 26.850 4.628 -0.031 -0.130 -0.267 0.11
O 22.373 27.510 1.115 0.491 0.327 0.015 0.04
C 23.206 28.358 0.430 -0.680 -0.002 -0.373 -0.56
C 23.102 28.004 -1.062 0.058 -1.184 -0.679 -0.29
F 21.821 28.073 -1.496 0.086 0.362 0.369 0.10
F 23.857 28.803 -1.845 -0.056 0.206 0.517 0.11
F 22.862 29.652 0.594 -0.059 0.109 0.257 0.15
F 24.470 28.231 0.865 0.295 0.077 -0.225 0.16
H 22.705 28.722 2.785 0.209 -0.104 0.097 0.15
H 21.335 27.621 2.857 0.013 -0.030 -0.039 0.15
H 23.389 25.053 1.965 -0.445 -0.083 -0.136 0.17
H 23.424 26.969 -1.216 0.136 0.093 0.137 0.17
C 19.338 20.349 8.249 0.736 0.057 0.521 -0.05
C 19.071 21.843 8.474 -0.160 -0.827 -0.288 -0.43
C 18.439 22.489 7.247 -2.601 1.065 -1.094 -0.27
F 18.122 23.804 7.483 1.072 -0.045 0.147 0.07
F 19.103 22.389 6.067 0.983 0.206 0.682 0.08
F 18.174 21.989 9.489 0.044 0.028 -0.287 0.12
F 20.216 22.435 8.874 0.032 0.061 -0.307 0.14
O 18.239 19.716 7.618 -0.311 0.013 -0.190 0.02
C 17.720 18.612 8.235 1.099 1.406 0.117 -0.54
C 16.546 18.102 7.403 -0.223 -1.535 0.026 -0.28
F 15.530 18.986 7.467 0.239 0.000 -0.218 0.11
F 16.913 17.873 6.116 0.028 0.777 0.244 0.10
F 18.685 17.679 8.386 -0.293 -0.361 -0.184 0.15
F 17.343 18.947 9.495 -0.456 -0.409 -0.171 0.15
H 19.573 19.940 9.233 -0.274 -0.105 0.053 0.15
H 20.237 20.199 7.652 -0.096 0.258 -0.263 0.13
H 17.451 22.099 6.980 0.231 -0.834 0.785 0.15
H 16.232 17.112 7.759 -0.179 0.369 0.376 0.18
C 24.690 18.065 -1.272 -0.384 -0.499 1.042 -0.04
C 24.295 19.125 -0.228 0.334 0.340 -0.853 -0.42
C 24.945 20.518 -0.501 -0.593 0.078 0.656 -0.28
F 26.294 20.452 -0.568 -0.326 -0.067 -0.179 0.07
F 24.443 21.007 -1.663 0.365 -0.295 -0.021 0.09
F 22.945 19.330 -0.273 0.368 -0.199 -0.033 0.11
F 24.598 18.729 1.031 0.137 0.064 -0.115 0.12
O 26.058 17.754 -1.076 0.746 0.615 -0.434 0.02
C 26.880 17.596 -2.170 -0.601 0.025 1.211 -0.54
C 28.311 17.912 -1.718 0.464 0.540 -0.236 -0.28
F 28.698 17.132 -0.692 -0.184 -0.187 -0.231 0.09
F 29.147 17.727 -2.773 -0.120 -0.268 0.171 0.09
F 26.749 16.340 -2.626 0.180 -0.039 -0.449 0.16
F 26.550 18.452 -3.154 0.032 -0.073 -0.270 0.15
H 24.406 18.447 -2.252 0.272 -0.138 -0.095 0.15
H 24.187 17.127 -1.028 -0.613 0.302 -0.214 0.15
H 24.661 21.220 0.293 0.083 -0.127 -0.033 0.15
H 28.394 18.961 -1.420 -0.193 -0.070 0.061 0.16
C 24.793 20.999 3.459 0.882 -0.573 -0.932 -0.07
C 26.003 21.504 4.219 0.483 0.163 -0.161 -0.42
C 25.931 21.208 5.709 -1.476 0.589 1.555 -0.27
F 25.675 19.882 5.920 0.922 0.071 -0.393 0.07
F 27.018 21.622 6.412 0.054 -0.573 -0.701 0.09
F 27.123 20.937 3.689 -0.332 -0.251 0.086 0.07
F 26.158 22.845 4.002 -0.266 -0.182 0.505 0.12
O 23.592 21.314 4.124 -0.406 0.174 0.111 0.04
C 22.461 21.040 3.389 1.309 -0.439 0.542 -0.53
C 21.267 21.503 4.201 -1.140 1.122 1.213 -0.28
F 20.054 21.213 3.684 0.549 -0.247 -0.792 0.10
F 21.255 20.948 5.443 0.739 -0.352 -0.241 0.08
F 22.537 21.721 2.224 -0.574 -0.273 -0.273 0.15
F 22.425 19.719 3.131 -0.349 0.090 -0.491 0.16
H 24.928 19.933 3.265 -0.218 -0.129 0.504 0.14
H 24.879 21.445 2.466 -0.243 0.380 0.100 0.13
H 25.062 21.692 6.176 0.222 0.356 -0.439 0.18
H 21.342 22.586 4.327 0.021 -0.023 -0.095 0.16
C 15.244 21.884 4.739 -0.452 -0.085 1.827 -0.18
C 16.331 20.989 4.220 0.752 -0.112 -0.057 -0.18
C 15.682 20.295 3.005 -0.401 0.653 0.942 -0.16
O 14.278 20.557 3.173 -0.685 -0.568 -0.174 -0.15
C 13.993 21.040 4.490 0.538 0.989 -0.938 -0.19
H 15.149 22.873 4.293 0.061 -0.166 -0.397 0.12
H 15.407 22.051 5.810 -0.126 0.128 -0.001 0.10
H 16.558 20.277 5.018 -0.063 -0.233 -0.215 0.09
H 17.273 21.515 4.053 -0.076 -0.027 -0.429 0.10
H 15.871 19.221 3.032 0.022 -0.013 -0.286 0.11
H 15.950 20.753 2.054 0.229 -0.231 -0.053 0.12
H 13.767 20.235 5.193 0.446 -0.085 0.125 0.12
H 13.127 21.702 4.460 -0.191 -0.258 -0.288 0.12
C 21.437 17.269 4.833 -0.408 0.083 -0.381 -0.16
C 21.574 15.768 5.107 0.446 -0.339 -0.171 -0.16
C 20.143 15.242 4.926 0.756 0.445 0.393 -0.20
O 19.341 16.321 5.352 -0.643 0.138 0.573 -0.16
C 19.910 17.549 4.870 0.704 -1.595 -0.232 -0.16
H 21.808 17.480 3.832 0.219 0.281 0.165 0.09
H 21.953 17.864 5.581 0.154 0.085 -0.178 0.10
H 22.009 15.592 6.093 -0.510 -0.063 0.229 0.10
H 22.274 15.271 4.427 -0.112 0.115 -0.189 0.10
H 19.935 14.369 5.542 -0.176 0.045 0.036 0.12
H 19.972 14.981 3.876 -0.129 0.099 -0.081 0.12
H 19.677 18.373 5.538 -0.439 -0.039 -0.096 0.10
H 19.507 17.652 3.861 0.057 0.707 -0.018 0.12
C 28.202 18.957 8.392 0.302 0.664 0.000 -1.02
Cl 26.593 18.728 9.093 0.194 -0.080 0.088 0.56
Cl 29.311 19.860 9.460 -0.201 -0.194 0.061 0.51
H 28.679 18.013 8.162 -0.249 -0.103 0.013 0.02
H 28.089 19.594 7.523 -0.081 -0.259 -0.167 -0.03
C 29.765 22.184 2.235 0.444 -0.324 -0.294 -1.00
Cl 28.939 21.000 1.214 -0.288 0.195 -0.186 0.51
Cl 30.981 23.072 1.305 -0.064 0.257 -0.054 0.52
H 29.022 22.866 2.629 0.120 0.007 0.135 0.02
H 30.335 21.632 2.973 -0.353 0.053 0.267 0.01
C 29.224 18.026 3.495 -0.843 0.126 -0.172 -1.04
Cl 29.707 18.995 4.886 0.060 0.056 0.250 0.55
Cl 30.338 18.221 2.153 0.312 -0.505 0.052 0.53
H 29.090 16.992 3.798 0.494 -0.036 -0.044 0.03
H 28.250 18.380 3.164 0.117 0.186 0.023 0.00
```
Forces are in eV/Å.

For the strongest force on any atom, the calculation gives 0.0587 Eh/bohr. The value obtained for the total energy is -236179.6552 eV. Its gap between HOMO and LUMO is 9.6 eV. Its SMILES is FC(F)C(F)(F)COC(F)(F)C(F)F.FC(F)C(F)(F)COC(F)(F)C(F)F.FC(F)C(F)(F)COC(F)(F)C(F)F.FC(F)C(F)(F)COC(F)(F)C(F)F.FC(F)C(F)(F)COC(F)(F)C(F)F.C1CCOC1.C1CCOC1.ClCCl.ClCCl.ClCCl.


(2)
The following is a DFT calculation (wB97M-V/def2-TZVPD) of C28H35CrNO5Si as an isolated structure.

The geometry in XYZ format:
```
71
Properties=species:S:1:pos:R:3:forces:R:3:mulliken_spin:R:1
Cr 1.948 0.639 -0.795 0.110 -0.278 0.236 3.30
O 4.237 3.976 -0.402 0.070 0.097 0.042 0.01
C 3.679 2.924 -0.149 -0.099 -0.304 -0.427 0.00
O 2.912 2.288 -0.986 0.051 0.131 0.117 -0.03
C 3.788 2.340 1.260 -0.001 -0.050 0.174 0.02
C 2.373 2.227 1.849 -0.081 -0.237 -0.132 0.02
C 2.404 2.112 3.368 0.079 0.021 0.060 0.01
C 2.930 0.668 3.558 0.084 0.036 0.057 0.00
C 3.098 0.207 2.113 -0.262 0.117 -0.181 0.00
O 1.994 0.880 1.447 0.037 0.228 0.209 -0.04
C 4.301 0.864 1.436 0.023 0.124 0.253 0.02
C 4.658 0.108 0.156 -0.179 -0.024 -0.542 -0.01
O 5.830 0.011 -0.166 0.071 -0.079 0.090 0.00
O 3.654 -0.408 -0.483 0.162 0.099 0.226 0.00
H 4.399 3.037 1.828 0.029 -0.025 0.030 0.00
H 1.651 2.931 1.445 -0.010 0.022 -0.030 -0.01
H 1.403 2.225 3.783 -0.016 0.004 -0.005 0.00
H 3.049 2.870 3.810 -0.007 -0.017 0.011 0.00
H 2.202 0.050 4.083 -0.012 -0.030 -0.015 0.00
H 3.875 0.620 4.100 -0.018 0.014 0.001 0.00
H 3.012 -0.860 1.937 0.004 -0.047 0.004 -0.01
H 5.183 0.846 2.073 0.028 0.051 -0.001 0.00
C 0.012 1.448 -0.781 0.078 0.256 0.017 -0.09
Si -1.507 0.458 -0.767 0.053 -0.159 -0.020 -0.04
C -1.525 -0.751 0.702 0.100 -0.133 0.127 0.00
N -0.195 -1.216 1.093 -0.086 0.107 -0.016 -0.02
C 0.493 -2.040 0.097 -0.024 -0.036 -0.097 0.05
C 0.827 -3.440 0.608 -0.014 -0.064 0.011 0.00
C -0.380 -4.031 1.332 0.003 -0.007 0.012 0.00
C -0.785 -3.153 2.536 -0.004 -0.060 0.031 0.00
C -0.130 -1.771 2.431 0.015 0.032 -0.057 0.00
C -1.845 -0.500 -2.356 -0.067 -0.035 -0.158 0.00
C -2.356 -1.800 -2.380 0.000 0.020 -0.140 0.00
C -2.650 -2.446 -3.578 0.032 0.070 0.063 0.00
C -2.441 -1.794 -4.784 0.007 0.020 0.008 0.00
C -1.940 -0.497 -4.786 -0.002 -0.039 0.034 0.00
C -1.649 0.136 -3.587 0.034 -0.042 0.002 0.00
C -3.065 1.512 -0.553 -0.172 0.015 0.058 0.00
C -3.020 2.907 -0.587 -0.066 -0.015 0.055 0.00
C -4.174 3.672 -0.447 0.030 -0.083 0.000 0.00
C -5.401 3.051 -0.261 0.005 -0.006 0.001 0.00
C -5.470 1.663 -0.218 0.049 0.003 -0.009 0.00
C -4.314 0.909 -0.367 -0.033 0.065 -0.025 0.00
H -0.021 2.021 0.161 0.033 0.041 -0.064 -0.01
H -0.006 2.179 -1.600 0.002 -0.032 0.018 0.03
H -2.236 -1.585 0.541 -0.028 0.042 0.028 0.00
H -1.938 -0.174 1.537 0.038 0.006 0.025 0.00
H 1.430 -1.585 -0.257 0.040 0.022 0.103 -0.06
H -0.138 -2.139 -0.791 -0.017 0.007 0.027 0.00
H 1.690 -3.406 1.280 -0.018 0.006 -0.003 0.00
H 1.123 -4.063 -0.238 -0.002 -0.010 -0.006 0.00
H -0.168 -5.053 1.651 -0.021 -0.007 0.015 0.00
H -1.211 -4.097 0.622 0.008 0.031 -0.004 0.00
H -0.496 -3.625 3.480 0.017 0.010 -0.013 0.00
H -1.871 -3.039 2.567 0.004 -0.013 0.009 0.00
H 0.920 -1.830 2.735 -0.015 -0.026 -0.028 0.00
H -0.602 -1.066 3.119 -0.023 0.012 0.011 0.00
H -2.525 -2.331 -1.450 -0.002 -0.007 0.000 0.00
H -3.036 -3.458 -3.567 -0.001 0.006 0.002 0.00
H -2.662 -2.294 -5.719 -0.001 0.002 0.000 0.00
H -1.765 0.015 -5.724 -0.002 -0.003 0.003 0.00
H -1.238 1.141 -3.611 -0.019 -0.028 0.020 0.00
H -2.065 3.405 -0.720 -0.008 -0.037 -0.018 0.00
H -4.114 4.753 -0.482 -0.002 -0.004 0.001 0.00
H -6.301 3.643 -0.152 0.003 0.001 0.001 0.00
H -6.425 1.170 -0.076 0.003 0.012 0.000 0.00
H -4.391 -0.175 -0.349 0.013 0.028 -0.005 0.00
C 1.769 -0.196 -2.642 -0.021 0.226 -0.150 -0.22
H 0.962 -0.938 -2.638 0.016 -0.026 -0.026 0.03
H 2.716 -0.687 -2.873 -0.004 0.003 -0.027 0.01
H 1.535 0.540 -3.416 0.008 -0.021 0.010 0.02
```
Forces are in eV/Å.

For the strongest force on any atom, the calculation gives 0.0111 Eh/bohr. The expectation value of S² is 3.81. The value obtained for the total energy is -77634.1480 eV. Its gap between HOMO and LUMO (spin up / spin down) is 8.0 / 8.1 eV. As for the net charge: -1. Its spin multiplicity is 4.